Density functional theory data (ωB97M-V/def2-TZVPD) for the ion C4H9N2 with charge +1 at a distorted geometry.

The geometry in XYZ format:
```
15
Properties=species:S:1:pos:R:3:forces:R:3
C 0.133364 -0.670795 0.661906 -0.048 -0.380 -0.580
C -1.594491 0.618703 -0.679447 -0.372 -0.932 0.976
C -0.618354 0.552592 0.210839 0.833 -0.080 -1.003
C -0.044851 -1.654671 -0.548629 1.017 -0.073 0.349
N 0.131117 1.855230 0.572612 -2.182 -0.993 3.182
N 1.082364 -2.264092 -0.888914 -3.204 1.159 -1.158
H 1.162573 -0.378149 0.816207 0.842 0.015 -0.150
H -0.150737 -1.011856 1.652199 -0.638 -0.422 -0.024
H -2.115820 -0.319148 -1.026029 0.761 1.375 0.374
H -1.929157 1.605915 -0.882645 -0.610 0.548 -0.812
H 0.769476 1.600506 1.318660 1.129 -0.290 -0.405
H 0.569545 2.400640 -0.132443 0.403 0.470 -1.002
H -0.468004 2.429332 1.203028 -0.188 0.206 -1.256
H 1.152723 -2.521588 -1.859058 -0.179 -0.880 -0.005
H 1.920250 -2.242618 -0.418284 2.436 0.277 1.515
```
Positions in Å, forces in eV/Å.

Results
LUMO energy ... -3.73 eV
Charge ... +1
Energy above the lowest of the compared OMol25 structures with the same formula, charge and spin ... 4.148 eV
Molar mass ... 85.130 g mol⁻¹
Gap between HOMO and LUMO ... 0.312 Eh

---

Density functional theory data (ωB97M-V/def2-TZVPD) for the ion C4H11N2S with charge -1 at a distorted geometry.

The geometry in XYZ format:
```
18
Properties=species:S:1:pos:R:3:forces:R:3
C -1.531741 1.577420 0.579115 -1.639 0.511 -0.480
N -0.720807 0.784463 1.491293 -0.531 -0.052 -1.144
C -0.271007 -0.502770 0.854750 -0.182 0.875 0.687
C 0.437764 -0.331708 -0.490893 0.823 2.168 0.755
N 1.523919 0.704225 -0.403816 -1.204 -0.326 0.703
C 0.949077 -1.618046 -1.054411 0.146 -1.555 0.756
S 1.299777 -1.704491 -2.812900 -0.309 0.142 -0.502
H -2.392868 1.048378 0.097454 0.423 -0.369 0.283
H -2.061277 2.379262 1.119747 0.503 -0.039 0.102
H -1.055091 2.039118 -0.281159 0.769 -0.022 0.320
H -1.400136 0.571248 2.218728 0.510 -0.386 0.170
H -1.141788 -1.140727 0.622940 0.191 -0.129 0.360
H 0.363336 -0.909265 1.650561 0.030 -0.623 -0.449
H -0.281560 0.199310 -1.106043 -0.329 -0.625 -0.643
H 2.296302 0.261491 0.075480 0.403 0.133 -0.339
H 1.752805 0.934203 -1.357871 0.554 -0.272 -0.174
H 0.321171 -2.436064 -0.625274 -0.119 0.179 -0.754
H 1.912124 -1.856047 -0.577699 -0.040 0.389 0.349
```
Positions in Å, forces in eV/Å.

Results
LUMO energy ... 3.56 eV
Charge ... -1
Energy above the lowest of the compared OMol25 structures with the same formula, charge and spin ... 1.169 eV
Molar mass ... 119.213 g mol⁻¹
SMILES ... CNC[C@@H](N)C[S-]
Gap between HOMO and LUMO ... 0.218 Eh